1.
{"formula": "C3H2OS3", "method": "wB97M-V/def2-TZVPD", "species": ["C", "C", "C", "O", "S", "S", "S", "H", "H"], "coordinates": [[0.46, -0.65, 0.94], [0.92, -1.46, 0.03], [-0.55, 0.83, 0.07], [-1.86, 2.90, -0.56], [0.72, -1.17, -1.71], [-0.24, 0.63, -1.64], [-1.60, 2.01, 0.58], [0.59, -0.78, 1.98], [1.57, -2.32, 0.31]], "de_lowest_kj_mol": 345.0, "gap_ev": [7.8, 7.8], "charge": 0}

=====

2.
{"formula": "C3H2S", "method": "wB97M-V/def2-TZVPD", "species": ["C", "C", "C", "S", "H", "H"], "coordinates": [[0.83, -1.33, -0.04], [0.12, -0.36, 0.08], [-0.62, 0.86, 0.09], [-0.78, 1.81, -1.21], [1.53, -2.15, -0.01], [-1.08, 1.17, 1.10]], "de_lowest_kj_mol": 10.7, "gap_ev": 8.1, "smiles": "C#CC=S", "charge": 0}

=====

3.
{"formula": "C3H30NO11", "method": "wB97M-V/def2-TZVPD", "species": ["C", "O", "C", "C", "N", "H", "H", "H", "H", "H", "H", "H", "H", "H", "H", "H", "H", "O", "H", "H", "O", "H", "H", "O", "H", "H", "O", "H", "H", "O", "H", "H", "O", "H", "H", "O", "H", "H", "O", "H", "H", "O", "H", "H", "O"], "coordinates": [[-2.44, -0.89, -1.90], [-1.47, -0.55, -2.89], [-1.93, -0.67, -0.48], [-3.02, -0.67, 0.58], [-0.97, -1.82, -0.21], [-3.32, -0.25, -2.04], [-2.71, -1.92, -2.12], [-1.11, 0.33, -2.66], [-1.35, 0.25, -0.45], [-4.03, -0.90, 0.23], [-3.05, 0.29, 1.08], [-2.90, -1.43, 1.36], [-1.47, -2.66, 0.08], [-0.55, -1.99, -1.10], [-0.16, -1.70, 0.42], [0.06, -0.82, 4.31], [1.14, -1.38, 3.38], [0.21, -1.44, 3.59], [3.02, -0.89, -1.22], [2.69, 0.13, -0.36], [3.13, -0.75, -0.26], [-0.67, 1.57, 1.77], [-1.28, 2.79, 2.37], [-1.44, 2.18, 1.63], [-0.50, 2.51, -3.53], [-0.66, 2.54, -2.03], [-0.57, 1.90, -2.79], [2.96, -0.99, 1.46], [3.44, -0.39, 2.74], [2.67, -0.84, 2.38], [0.31, -1.05, -2.66], [1.51, -1.71, -3.36], [1.26, -1.25, -2.56], [2.25, -2.58, 0.02], [1.47, -3.08, 1.31], [1.39, -2.87, 0.37], [1.38, 0.39, 2.23], [1.64, 1.89, 2.31], [0.93, 1.25, 2.44], [-1.04, 4.26, -0.79], [-0.96, 3.10, 0.20], [-0.57, 3.44, -0.63], [2.98, 2.53, -0.76], [1.48, 2.26, -0.90], [2.31, 1.86, -0.59]], "de_lowest_kj_mol": 0.0, "gap_ev": 11.5, "charge": 1}

=====

4.
{"formula": "C3H30NO13S", "method": "wB97M-V/def2-TZVPD", "species": ["O", "C", "O", "C", "C", "S", "N", "H", "H", "H", "H", "H", "H", "H", "H", "H", "H", "O", "H", "H", "O", "H", "H", "O", "H", "H", "O", "H", "H", "O", "H", "H", "O", "H", "H", "O", "H", "H", "O", "H", "H", "O", "H", "H", "O", "H", "H", "O"], "coordinates": [[-0.42, 0.68, -0.83], [-0.95, -0.14, 0.02], [-1.89, 0.23, 0.73], [-0.43, -1.61, -0.01], [-1.57, -2.60, 0.14], [-0.80, -4.27, 0.35], [0.16, -1.76, -1.36], [-0.77, 2.88, 1.79], [0.28, -1.65, 0.80], [-2.20, -2.40, 0.97], [-2.10, -2.67, -0.79], [-1.24, -4.50, 1.59], [-1.68, 2.88, -2.32], [0.94, -1.12, -1.40], [0.49, -2.71, -1.52], [-1.58, 0.86, 2.40], [-1.13, 1.38, 3.77], [-1.12, 1.56, 2.83], [2.56, -2.51, 1.54], [3.93, -1.90, 2.30], [2.97, -2.02, 2.29], [0.65, 2.84, 0.20], [-1.18, 3.95, 0.74], [-0.39, 3.54, 1.14], [0.66, 1.59, -0.74], [2.02, 1.95, 0.17], [1.31, 2.38, -0.42], [2.71, 0.99, 2.00], [3.61, 2.10, 1.33], [3.10, 1.31, 1.15], [-2.99, -0.19, -1.57], [-3.47, 0.61, -0.34], [-3.50, 0.61, -1.31], [-0.74, 0.57, -4.23], [0.02, 1.15, -3.03], [-0.66, 1.38, -3.71], [2.61, 0.48, 4.24], [2.10, -0.43, 3.13], [2.01, 0.47, 3.48], [-1.34, -1.29, -2.38], [-2.32, -1.61, -3.54], [-2.29, -1.37, -2.61], [-1.22, 2.00, -1.08], [-2.78, 1.42, -1.57], [-1.99, 2.38, -1.55], [4.19, -2.16, -0.78], [3.17, -1.29, -1.34], [3.26, -1.98, -0.68]], "de_lowest_kj_mol": 128.2, "gap_ev": 9.3, "charge": 1}

=====

5.
{"formula": "C3H31NO11S2", "method": "wB97M-V/def2-TZVPD", "species": ["N", "C", "C", "C", "S", "S", "H", "H", "H", "H", "H", "H", "H", "H", "H", "O", "H", "H", "O", "H", "H", "O", "H", "H", "O", "H", "H", "O", "H", "H", "O", "H", "H", "O", "H", "H", "O", "H", "H", "O", "H", "H", "O", "H", "H", "O", "H", "H"], "coordinates": [[0.07, 2.04, -0.42], [1.37, 1.46, -0.89], [2.03, 0.77, 0.31], [2.23, 1.32, 1.70], [3.54, 2.52, 2.17], [3.63, 3.96, 0.81], [-0.66, 1.36, -0.46], [0.15, 2.49, 0.47], [1.89, 2.36, -1.20], [1.16, 0.84, -1.76], [3.05, 0.43, 0.08], [1.53, -0.22, 0.40], [2.34, 0.47, 2.38], [1.31, 1.84, 2.01], [4.16, 3.35, -0.27], [0.35, -3.59, 2.66], [-0.25, -4.36, 2.62], [-0.11, -2.75, 2.82], [-3.86, 1.43, -0.74], [-4.42, 2.04, -1.22], [-3.16, 1.17, -1.40], [2.51, -3.94, 1.24], [1.88, -4.56, 1.58], [3.20, -3.70, 1.87], [-0.88, -2.11, 0.44], [-0.99, -1.56, 1.25], [-0.06, -2.62, 0.40], [2.90, -3.66, -1.84], [3.22, -3.32, -1.00], [3.32, -4.35, -2.34], [-2.05, -0.37, -1.54], [-1.69, -1.04, -0.94], [-1.51, -0.32, -2.34], [-1.98, 1.24, 1.50], [-2.21, 1.35, 0.57], [-2.89, 0.95, 1.73], [-3.89, -0.68, 1.11], [-4.57, -0.45, 0.46], [-3.15, -0.97, 0.57], [-1.89, 2.70, -3.18], [-2.21, 3.56, -3.50], [-1.64, 2.85, -2.25], [1.19, 1.67, -4.63], [0.22, 1.84, -4.42], [1.31, 1.30, -3.72], [-1.20, -1.15, 3.00], [-2.10, -1.40, 2.75], [-1.19, -0.19, 3.13]], "de_lowest_kj_mol": 321.8, "gap_ev": 8.9, "smiles": "NCCCSS.O.O.O.O.O.O.O.O.O.O.O", "charge": 0}

=====

6.
{"formula": "C3H31NO12", "method": "wB97M-V/def2-TZVPD", "species": ["N", "C", "C", "C", "H", "H", "H", "H", "H", "H", "H", "H", "H", "O", "H", "H", "O", "H", "H", "O", "H", "H", "O", "H", "H", "O", "H", "H", "O", "H", "H", "O", "H", "H", "O", "H", "H", "O", "H", "H", "O", "H", "H", "O", "H", "H", "O"], "coordinates": [[-2.65, -0.59, -2.50], [-1.80, -1.51, -1.74], [-0.63, -0.06, -0.03], [-1.48, -1.04, -0.34], [-2.34, 0.37, -2.43], [-3.60, -0.63, -2.17], [-0.93, -1.76, -2.35], [-2.34, -2.45, -1.62], [-0.40, 0.14, 1.00], [-0.19, 0.51, -0.82], [-1.98, -1.60, 0.45], [1.85, 1.20, -1.33], [0.60, 1.73, -2.19], [1.44, 1.23, -2.21], [3.14, 1.63, 0.31], [2.23, 0.57, 0.75], [2.19, 1.55, 0.52], [0.78, 3.03, -0.08], [-0.59, 3.32, 0.60], [-0.08, 3.45, -0.20], [1.48, 2.39, 1.89], [1.02, 3.41, 2.93], [0.93, 2.48, 2.70], [1.27, -2.20, -1.48], [2.02, -3.36, -0.94], [1.56, -2.57, -0.63], [-1.49, 2.61, -3.06], [-0.90, 2.89, -1.61], [-1.19, 2.20, -2.24], [2.44, -1.00, 1.78], [2.67, -1.52, 0.27], [2.96, -0.88, 0.95], [-2.71, 0.70, 1.11], [-3.93, 0.77, 2.12], [-3.11, 1.19, 1.85], [0.59, -0.78, 3.26], [1.87, -0.97, 3.95], [1.42, -1.30, 3.16], [-0.40, -3.34, -0.11], [-0.68, -4.11, 1.17], [-0.58, -4.22, 0.22], [1.48, -0.44, -3.12], [1.17, -1.76, -3.88], [1.70, -1.39, -3.16], [-0.34, 1.18, 3.06], [-1.64, 0.49, 2.84], [-0.82, 0.39, 3.36]], "de_lowest_kj_mol": 109.4, "gap_ev": 9.3, "charge": 0}

=====

7.
{"formula": "C3H31NO12", "method": "wB97M-V/def2-TZVPD", "species": ["C", "C", "N", "C", "H", "H", "H", "H", "H", "H", "H", "H", "H", "O", "H", "H", "O", "H", "H", "O", "H", "H", "O", "H", "H", "O", "H", "H", "O", "H", "H", "O", "H", "H", "O", "H", "H", "O", "H", "H", "O", "H", "H", "O", "H", "H", "O"], "coordinates": [[1.53, -0.35, 0.57], [1.99, 0.79, 1.11], [1.32, 2.01, 1.20], [2.05, 3.01, 2.00], [0.52, -0.39, 0.10], [2.18, -1.19, 0.38], [2.99, 0.81, 1.52], [0.36, 1.88, 1.51], [2.03, 2.76, 3.08], [3.06, 3.15, 1.62], [1.47, 3.92, 1.90], [0.07, 2.34, -3.68], [0.52, 1.56, -2.37], [-0.22, 1.71, -3.03], [2.85, -0.84, -3.59], [2.47, -0.26, -2.20], [2.28, -0.24, -3.14], [-2.82, 2.68, -1.68], [-1.51, 1.85, -1.86], [-2.32, 1.95, -1.32], [2.91, -1.67, 2.57], [2.16, -1.09, 3.64], [3.06, -1.00, 3.24], [1.55, 1.14, -0.51], [2.32, 2.31, -1.20], [1.76, 1.53, -1.37], [-0.28, -2.17, 3.07], [0.07, -1.58, 4.40], [0.47, -1.77, 3.56], [-1.28, -0.58, 2.01], [-0.07, 0.07, 2.61], [-0.96, 0.30, 2.28], [-2.57, -2.93, -0.58], [-3.29, -1.66, -0.11], [-3.04, -2.57, 0.19], [-1.93, -3.72, 2.30], [-2.19, -2.47, 1.64], [-1.73, -2.79, 2.47], [-1.42, -2.12, -3.43], [-2.64, -1.39, -3.12], [-2.13, -2.11, -2.74], [-3.00, 0.52, -0.78], [-3.81, 0.25, 0.52], [-3.69, -0.08, -0.39], [-0.78, -0.04, -3.68], [0.33, -0.87, -4.33], [-0.63, -0.68, -4.38]], "de_lowest_kj_mol": 250.7, "gap_ev": 9.1, "charge": 0}

=====

8.
{"formula": "C3H31O13Y", "method": "wB97M-V/def2-TZVPD", "species": ["Y", "C", "C", "C", "O", "H", "H", "H", "H", "H", "H", "H", "O", "H", "H", "O", "H", "H", "O", "H", "H", "O", "H", "H", "O", "H", "H", "O", "H", "H", "O", "H", "H", "O", "H", "H", "O", "H", "H", "O", "H", "H", "O", "H", "H", "O", "H", "H"], "coordinates": [[-3.31, 21.94, -18.69], [-0.82, 19.17, -19.16], [-2.17, 18.81, -19.73], [-2.74, 17.60, -19.02], [-3.15, 19.90, -19.70], [-0.82, 19.30, -18.07], [-0.35, 20.02, -19.64], [-0.13, 18.33, -19.32], [-2.06, 18.62, -20.81], [-3.69, 17.23, -19.40], [-2.70, 17.76, -17.93], [-1.97, 16.83, -19.11], [-2.13, 19.03, -15.60], [-2.37, 18.92, -14.67], [-1.81, 18.15, -15.88], [-6.05, 15.89, -18.57], [-6.25, 16.49, -19.32], [-5.85, 16.47, -17.83], [-4.46, 18.84, -22.24], [-3.78, 19.15, -21.64], [-4.09, 18.90, -23.13], [1.16, 20.28, -16.17], [1.30, 20.01, -15.25], [1.63, 19.61, -16.69], [-1.45, 16.12, -23.52], [-1.99, 16.21, -22.73], [-0.53, 16.15, -23.22], [-3.49, 14.77, -16.84], [-3.51, 15.53, -17.43], [-4.14, 14.16, -17.21], [-1.21, 22.29, -19.66], [-0.93, 22.07, -20.56], [-0.37, 22.26, -19.07], [-6.15, 18.18, -20.14], [-5.64, 18.16, -20.97], [-5.60, 18.70, -19.54], [0.87, 22.25, -18.03], [1.16, 23.08, -17.63], [0.85, 21.62, -17.27], [-4.48, 20.33, -17.29], [-4.20, 19.40, -17.36], [-5.28, 20.35, -16.74], [-0.13, 16.73, -16.67], [-0.33, 16.18, -15.90], [0.25, 16.11, -17.31], [-1.82, 21.37, -16.90], [-1.12, 21.81, -16.40], [-2.00, 20.50, -16.41]], "de_lowest_kj_mol": 0.0, "gap_ev": 6.8, "charge": 2}

=====

9.
{"formula": "C3H31O13Y", "method": "wB97M-V/def2-TZVPD", "species": ["Y", "C", "C", "C", "O", "H", "H", "H", "H", "H", "H", "H", "O", "H", "H", "O", "H", "H", "O", "H", "H", "O", "H", "H", "O", "H", "H", "O", "H", "H", "O", "H", "H", "O", "H", "H", "O", "H", "H", "O", "H", "H", "O", "H", "H", "O", "H", "H"], "coordinates": [[-2.20, -1.24, 2.75], [0.72, 1.57, 0.79], [-0.25, 0.63, 0.07], [0.58, -0.21, -1.02], [-1.07, -0.18, 0.89], [1.21, 2.23, 0.08], [1.43, 1.03, 1.42], [0.19, 2.35, 1.33], [-0.93, 1.24, -0.53], [1.21, -0.86, -0.41], [1.09, 0.38, -1.77], [-0.06, -1.00, -1.41], [-0.44, 2.68, 3.79], [0.51, 2.80, 3.78], [-0.78, 3.46, 4.21], [-0.38, -2.69, 2.21], [-0.29, -2.91, 1.28], [0.48, -2.87, 2.58], [-2.80, -2.21, -2.20], [-1.86, -2.15, -2.40], [-3.04, -1.34, -1.90], [-3.12, 0.17, -1.18], [-2.87, 0.85, -1.80], [-2.46, 0.22, -0.49], [-0.40, -3.47, -0.24], [0.10, -2.70, -0.50], [-0.01, -4.19, -0.74], [-2.78, -2.54, 0.78], [-3.46, -3.22, 0.70], [-2.12, -2.79, 0.13], [3.54, -0.27, -2.88], [3.86, -0.80, -2.15], [3.63, 0.64, -2.57], [3.00, 3.75, -0.66], [2.11, 3.54, -0.93], [2.90, 4.30, 0.11], [2.16, -1.31, -4.82], [2.69, -2.07, -5.01], [2.52, -0.95, -4.01], [-2.49, 1.18, 3.29], [-1.75, 1.78, 3.38], [-3.26, 1.73, 3.43], [-1.13, 4.81, 1.00], [-0.76, 4.07, 1.48], [-2.05, 4.57, 0.86], [2.77, -2.82, 0.09], [3.06, -3.28, -0.70], [2.98, -1.90, -0.08]], "gap_ev": [7.3, 2.4], "spin_multiplicity": 2, "charge": 3}

=====

10.
{"formula": "C3H32NO11S", "method": "wB97M-V/def2-TZVPD", "species": ["C", "C", "C", "S", "N", "H", "H", "H", "H", "H", "H", "H", "H", "H", "H", "H", "H", "O", "H", "H", "O", "H", "H", "O", "H", "H", "O", "H", "H", "O", "H", "H", "O", "H", "H", "O", "H", "H", "O", "H", "H", "O", "H", "H", "O", "H", "H", "O"], "coordinates": [[-0.06, 0.67, -0.72], [-0.82, -0.33, -1.49], [-0.06, -1.26, -2.36], [-0.62, -1.15, -4.09], [-1.47, -1.37, -0.37], [-0.03, 1.59, -1.29], [0.99, 0.33, -0.52], [-0.69, 1.05, 0.16], [-1.67, 0.08, -1.97], [1.04, -1.15, -2.14], [-0.31, -2.37, -2.14], [0.17, -0.15, -4.42], [-1.73, -2.24, -0.80], [-0.87, -1.43, 0.45], [-2.35, -1.06, 0.03], [-0.76, 3.93, -2.33], [-0.91, 3.44, -0.80], [-0.32, 3.72, -1.53], [-0.29, 1.56, 2.73], [-0.61, 0.04, 2.67], [-0.97, 0.91, 2.39], [3.54, -1.61, 1.88], [2.99, -0.84, 0.73], [2.76, -1.49, 1.40], [-1.39, -3.70, 1.50], [-1.10, -2.69, 2.64], [-1.74, -2.84, 1.90], [1.30, 3.27, -1.06], [2.37, 2.38, -1.69], [2.18, 2.79, -0.87], [2.90, 1.20, -0.31], [4.25, 0.66, -0.92], [3.43, 0.36, -0.50], [2.01, 2.63, 2.73], [2.86, 1.72, 1.84], [2.08, 1.74, 2.42], [-4.13, 0.98, -0.92], [-4.53, 0.54, 0.55], [-4.28, 0.12, -0.33], [1.24, -1.91, 1.97], [1.31, -1.68, 3.43], [0.68, -2.03, 2.78], [-3.03, 3.04, 0.54], [-2.08, 2.28, 1.37], [-2.09, 3.06, 0.79], [0.42, -4.62, -0.41], [0.30, -4.12, -1.88], [0.09, -4.08, -1.03]], "de_lowest_kj_mol": 212.7, "gap_ev": 9.7, "charge": 1}

=====

Record order is preserved below.
Total energy: -1385.1851 -513.5966 -1014.5112 -1563.1728 -1811.6204 -1090.5498 -1090.4960 -1148.8595 -1148.2262 -1413.8148 a.u.